{
  "formula": "ClN2O2",
  "method": "ωB97M-V/def2-TZVPD",
  "elements": ["N", "N", "O", "O", "Cl"],
  "xyz": [[1.54, 0.06, 2.14], [-0.67, -0.16, -0.66], [-1.48, 0.49, -1.37], [-0.35, -1.31, -0.97], [0.96, 0.92, 0.86]],
  "mulliken_charge": [-0.2614, 0.2556, -0.5860, -0.5400, 0.1317],
  "charge": -1,
  "homo_energy_ha": [-0.114, -0.117],
  "energy_ev": -19592.164,
  "homo_lumo_gap_ev": [6.24, 6.49],
  "e_above_lowest_ev": 2.856
}